{"formula": "C7H5N3O3", "method": "the ωB97M-V functional and the def2-TZVPD basis", "symbols": ["C", "C", "C", "C", "C", "C", "C", "N", "N", "N", "O", "O", "O", "H", "H", "H", "H", "H"], "xyz": [[1.0339, 1.2198, 0.0462], [1.6788, -0.0273, 0.2462], [-0.3238, 1.3350, -0.1506], [0.9836, -1.1886, -0.0133], [-1.0981, 0.1819, -0.0748], [-0.4236, -1.1450, -0.1167], [-2.4271, -0.1730, -0.2943], [-1.3651, -2.0840, -0.2230], [-2.5519, -1.5196, -0.2522], [-4.8295, 0.3078, 0.1257], [-4.8964, -0.7475, 0.6477], [-5.6979, 1.1343, -0.0379], [-3.6111, 0.7088, -0.4947], [1.5054, 2.1809, 0.0234], [2.6825, -0.1961, 0.3344], [-0.8897, 2.1765, -0.3830], [1.3050, -2.2253, -0.0619], [-3.2973, -2.1784, -0.1052]], "atomic_forces_ev_per_a": [[3.06, -1.51, 0.77], [-1.95, 3.51, -1.28], [-2.87, -2.13, 0.03], [-3.61, -3.08, -0.13], [0.74, -1.28, -1.07], [-0.91, 2.72, 0.58], [-2.87, 2.83, 0.74], [2.94, -2.00, 0.07], [-1.44, -1.35, -0.69], [-1.11, 1.84, -0.89], [0.23, -0.97, 0.63], [1.13, -0.74, 0.16], [2.57, -1.56, 0.36], [1.03, 0.02, 0.28], [2.63, 0.57, 0.47], [-0.11, 1.93, -0.16], [0.98, 0.38, 0.15], [-0.43, 0.82, -0.01]], "mulliken_spin": [0.154, 0.111, 0.385, 0.365, -0.075, -0.062, 0.413, 0.425, 0.198, 0.013, 0.008, 0.017, -0.005, 0.017, 0.019, 0.020, 0.004, -0.007], "homo_lumo_gap_ev": [5.4501, 6.8727], "homo_energy_ev": [-5.53, -9.58], "de_lowest_kcal_mol": 0.2, "spin_multiplicity": 3, "lumo_ev": [-0.0810, -2.7033], "mol_weight_g_mol": 179.13}

---

{"formula": "C42H52BFIrN3O2P2S", "method": "the ωB97M-V functional and the def2-TZVPD basis", "symbols": ["Ir", "C", "S", "C", "C", "C", "N", "P", "C", "C", "C", "C", "C", "C", "C", "C", "C", "C", "C", "C", "P", "C", "C", "C", "C", "C", "C", "C", "C", "C", "C", "C", "C", "H", "H", "H", "H", "H", "H", "H", "H", "H", "H", "H", "H", "H", "H", "H", "H", "H", "H", "H", "H", "H", "H", "H", "H", "H", "H", "H", "H", "H", "C", "C", "C", "C", "C", "C", "C", "C", "O", "B", "O", "C", "C", "H", "H", "H", "H", "H", "H", "H", "H", "H", "H", "H", "H", "N", "C", "C", "N", "C", "C", "H", "H", "H", "H", "H", "H", "H", "H", "H", "H", "H", "F"], "xyz": [[-0.6995, 1.1549, 0.9101], [0.5210, -7.2629, 1.8254], [1.5908, -6.0947, 0.9612], [0.4108, -4.7416, 0.7849], [1.1241, -3.5732, 0.1158], [0.2563, -2.3593, -0.1699], [-0.2929, -1.7230, 1.0715], [-1.8898, -0.9985, 1.1281], [-2.8889, -1.8787, -0.0715], [-2.8626, -3.2744, -0.1685], [-3.6725, -3.9193, -1.0841], [-4.5207, -3.1778, -1.9017], [-4.5526, -1.7959, -1.8051], [-3.7313, -1.1413, -0.8982], [-2.5597, -1.3609, 2.7657], [-2.3198, -0.4186, 3.7684], [-2.7944, -0.6257, 5.0541], [-3.5296, -1.7655, 5.3422], [-3.8060, -2.6903, 4.3414], [-3.3328, -2.4871, 3.0553], [0.6807, -0.5491, 1.8702], [0.7264, -0.9920, 3.6099], [1.2313, -0.0592, 4.5154], [1.2791, -0.3630, 5.8649], [0.8216, -1.5974, 6.3121], [0.3211, -2.5266, 5.4116], [0.2664, -2.2255, 4.0581], [2.3857, -0.5876, 1.3021], [2.7440, 0.1206, 0.1513], [4.0514, 0.0832, -0.3051], [5.0075, -0.6463, 0.3911], [4.6599, -1.3358, 1.5459], [3.3536, -1.3083, 2.0048], [1.1159, -8.1544, 2.0167], [-0.3340, -7.5476, 1.2151], [0.1869, -6.8645, 2.7824], [0.0459, -4.4540, 1.7736], [-0.4398, -5.0605, 0.1774], [1.5246, -3.9141, -0.8433], [1.9838, -3.2797, 0.7170], [-0.5897, -2.6502, -0.7917], [0.8252, -1.6187, -0.7329], [-2.2025, -3.8516, 0.4653], [-3.6468, -4.9977, -1.1618], [-5.1567, -3.6849, -2.6146], [-5.2182, -1.2237, -2.4368], [-3.7479, -0.0618, -0.8329], [-1.7721, 0.4895, 3.5421], [-2.6001, 0.1071, 5.8255], [-3.9069, -1.9264, 6.3431], [-4.4035, -3.5648, 4.5604], [-3.5779, -3.2046, 2.2826], [1.5954, 0.9000, 4.1630], [1.6748, 0.3559, 6.5694], [0.8585, -1.8340, 7.3667], [-0.0313, -3.4874, 5.7617], [-0.1394, -2.9378, 3.3550], [1.9995, 0.6920, -0.3929], [4.3258, 0.6202, -1.2029], [6.0278, -0.6763, 0.0335], [5.4052, -1.9041, 2.0851], [3.0861, -1.8535, 2.9010], [2.4460, 2.6664, -6.6834], [1.0159, 2.1995, -6.9354], [0.2609, 3.3085, -7.6869], [1.0611, 0.9318, -7.8042], [0.2773, 1.8914, -5.6371], [-1.0506, 1.4042, -5.7072], [-1.8070, 1.0932, -4.5942], [-1.1942, 1.2834, -3.3690], [-1.6795, 1.0551, -2.1221], [-0.6676, 1.3907, -1.2061], [0.4392, 1.8540, -1.9591], [0.1001, 1.7638, -3.2787], [0.8604, 2.0763, -4.3902], [2.9301, 2.8639, -7.6397], [3.0359, 1.9064, -6.1671], [2.4755, 3.5920, -6.1047], [0.7621, 3.5084, -8.6354], [0.2455, 4.2325, -7.1066], [-0.7684, 3.0293, -7.9083], [1.6250, 1.1383, -8.7149], [0.0673, 0.5989, -8.1013], [1.5519, 0.1125, -7.2768], [-1.4956, 1.2656, -6.6825], [-2.8180, 0.7201, -4.6742], [1.8713, 2.4422, -4.2809], [0.3306, 6.3210, 2.0215], [0.5089, 5.9847, 0.5609], [0.1778, 4.5140, 0.3606], [0.9420, 3.6261, 1.2229], [0.8534, 3.9957, 2.6278], [1.2048, 5.4525, 2.8942], [-0.6489, 6.1727, 2.2797], [0.5331, 7.3078, 2.1869], [1.5461, 6.2118, 0.3160], [-0.1481, 6.6337, -0.0160], [0.3470, 4.2496, -0.6834], [-0.8842, 4.3496, 0.5709], [1.9000, 3.5162, 0.9127], [1.5166, 3.3655, 3.2197], [-0.1682, 3.7952, 2.9603], [2.2356, 5.6847, 2.6284], [1.0292, 5.7319, 3.9317], [-1.6877, 2.4676, 1.9874]], "atomic_forces_ev_per_a": [[-0.65, -1.45, -1.03], [0.17, -0.12, 0.01], [-0.19, -0.08, 0.11], [0.08, 0.24, -0.07], [0.04, -0.02, -0.08], [-0.35, -0.09, 0.42], [0.40, -0.50, -0.24], [0.33, 1.02, -0.05], [0.03, -0.31, 0.01], [-0.14, 0.11, -0.06], [-0.05, 0.01, -0.08], [0.03, -0.06, 0.02], [-0.01, -0.02, -0.04], [0.02, -0.08, 0.06], [-0.21, -0.08, -0.03], [-0.11, 0.04, -0.01], [-0.01, -0.02, -0.06], [-0.01, -0.05, -0.03], [0.00, 0.02, 0.04], [0.11, -0.02, 0.03], [-0.21, 0.99, -0.47], [0.14, -0.16, 0.01], [-0.02, -0.07, -0.02], [-0.02, -0.03, 0.00], [-0.01, -0.01, 0.00], [-0.01, 0.01, -0.02], [0.18, 0.06, 0.13], [0.16, -0.29, 0.01], [0.00, -0.08, 0.01], [0.02, -0.08, 0.09], [0.01, -0.01, 0.02], [0.08, 0.02, -0.06], [-0.02, 0.04, -0.13], [-0.01, 0.00, 0.00], [-0.02, 0.04, -0.03], [-0.01, 0.05, -0.02], [-0.06, -0.01, -0.01], [0.03, -0.09, 0.00], [0.03, 0.02, -0.02], [0.08, 0.01, 0.07], [0.04, 0.05, 0.02], [0.09, 0.03, -0.06], [-0.02, 0.01, 0.05], [-0.02, -0.02, -0.01], [-0.02, 0.00, 0.00], [-0.03, 0.00, -0.01], [0.02, 0.04, 0.05], [-0.05, -0.02, -0.03], [0.00, 0.01, 0.01], [-0.01, -0.01, 0.01], [-0.01, -0.01, 0.01], [0.02, 0.03, 0.02], [-0.02, 0.01, -0.02], [0.00, 0.01, 0.01], [0.00, -0.01, 0.01], [-0.01, -0.01, 0.02], [-0.02, -0.03, -0.04], [-0.02, -0.01, 0.14], [0.02, 0.02, -0.02], [0.02, 0.00, 0.00], [0.03, 0.00, 0.00], [-0.02, 0.00, 0.00], [0.06, 0.03, 0.06], [0.03, -0.01, 0.18], [-0.12, 0.06, 0.09], [-0.09, -0.15, 0.08], [1.22, 0.47, -0.12], [-1.43, -0.53, 0.34], [-0.16, -0.07, -0.72], [-2.11, -0.88, 1.28], [-0.41, 0.03, -2.27], [0.46, -0.06, 2.51], [0.48, 0.30, -2.01], [2.28, 0.82, 1.13], [0.20, 0.05, 0.24], [-0.01, 0.00, 0.03], [0.01, 0.01, -0.02], [0.01, 0.00, -0.02], [0.00, -0.04, 0.05], [0.00, 0.01, -0.02], [-0.04, 0.00, -0.05], [-0.03, 0.03, 0.05], [-0.02, -0.02, -0.04], [0.03, -0.01, -0.03], [-0.02, 0.00, -0.01], [0.02, 0.00, 0.02], [-0.07, -0.03, 0.03], [0.06, -0.01, -0.02], [-0.02, 0.07, 0.00], [0.04, -0.16, 0.16], [0.05, 0.20, 0.02], [0.00, -0.05, -0.13], [-0.01, -0.01, 0.03], [0.01, -0.03, 0.00], [0.00, -0.03, -0.01], [0.01, 0.01, 0.02], [-0.01, 0.04, 0.03], [0.02, 0.01, 0.04], [-0.02, -0.06, 0.01], [-0.01, -0.02, -0.01], [0.00, 0.00, -0.03], [-0.07, -0.07, -0.01], [0.00, 0.03, -0.02], [-0.02, 0.04, -0.01], [-0.15, 0.96, 0.51]], "mulliken_spin": [2.055, 0.000, 0.001, 0.006, 0.001, 0.005, 0.072, 0.121, 0.006, 0.004, 0.001, 0.000, 0.007, 0.015, 0.019, -0.011, 0.000, 0.005, -0.002, 0.004, 0.368, -0.088, 0.069, 0.004, 0.010, 0.000, 0.036, -0.056, 0.082, 0.014, 0.006, -0.001, 0.005, 0.000, 0.000, 0.000, -0.002, 0.000, 0.001, 0.001, -0.036, 0.045, 0.004, 0.000, 0.000, 0.000, 0.000, 0.003, 0.001, 0.000, 0.000, 0.001, -0.001, 0.000, 0.001, -0.001, 0.012, -0.006, 0.001, 0.000, 0.000, 0.003, 0.002, 0.069, 0.030, 0.029, 0.090, 0.145, -0.024, 0.267, 0.190, -0.151, 0.130, 0.199, 0.033, 0.000, 0.000, 0.000, 0.005, -0.002, -0.001, 0.005, 0.000, -0.002, -0.009, 0.002, 0.002, 0.001, 0.005, 0.024, 0.049, -0.001, 0.005, 0.000, -0.001, 0.000, 0.002, 0.001, -0.013, 0.000, 0.003, -0.005, 0.000, 0.000, 0.138], "homo_lumo_gap_ev": [6.3111, 3.2381], "homo_energy_ev": [-10.71, -11.77], "de_lowest_kcal_mol": 19.5, "spin_multiplicity": 5, "lumo_ev": [-4.3952, -8.5328], "mol_weight_g_mol": 946.94, "total_charge": 2}

---

{"formula": "C4H8O", "method": "the ωB97M-V functional and the def2-TZVPD basis", "symbols": ["C", "C", "C", "C", "O", "H", "H", "H", "H", "H", "H", "H", "H"], "xyz": [[-1.3987, 0.3366, 0.0626], [0.3287, -1.4868, -0.2074], [0.9160, 1.0632, 0.3432], [0.0589, 0.0688, -0.4296], [-2.1910, -0.5862, 0.0821], [-0.0423, 0.3788, -1.4207], [0.7038, -2.0638, -1.1474], [-0.6652, -1.8861, 0.0795], [1.0567, -1.4423, 0.5942], [0.6223, 1.0961, 1.3718], [0.5048, 2.0472, -0.1369], [2.0424, 0.9904, 0.2512], [-1.9364, 1.4842, 0.5576]], "atomic_forces_ev_per_a": [[-2.75, 0.14, 1.33], [-0.29, 0.99, -1.67], [0.11, 1.86, -2.00], [-0.98, -0.91, 2.26], [0.50, 1.62, -0.01], [0.37, 0.17, -2.00], [-0.47, 1.26, 1.75], [1.07, -0.24, 0.00], [0.13, -0.90, 0.12], [0.08, -0.10, 0.75], [1.40, -1.16, 1.20], [-1.43, 0.02, -0.10], [2.24, -2.74, -1.62]], "mulliken_charge": [-0.059, -1.009, -1.321, 0.411, -0.471, 0.351, 0.233, 0.294, 0.326, 0.374, 0.321, 0.320, 0.231], "homo_lumo_gap_ev": 10.7010, "homo_energy_ev": -9.72, "de_lowest_kcal_mol": 44.1, "lumo_ev": 0.9854, "mol_weight_g_mol": 72.11}

---

{"formula": "C4H5NOS2", "method": "the ωB97M-V functional and the def2-TZVPD basis", "symbols": ["C", "C", "C", "C", "H", "H", "H", "H", "H", "N", "O", "S", "S"], "xyz": [[0.2162, -0.1573, -1.6899], [0.8082, 0.6789, 0.3251], [-1.1575, -0.5153, 0.9848], [-0.7163, 0.7742, 0.3322], [0.4878, -0.1121, -2.7298], [0.2031, -1.1773, -1.3715], [1.4225, 1.4525, 0.7346], [-2.2109, -0.7930, 0.9875], [-1.1196, 1.6482, 0.9081], [-0.3477, -1.3539, 1.4369], [1.2248, 0.4971, -0.9833], [1.2510, -0.8128, 1.3588], [-1.3167, 0.8003, -1.3859]], "atomic_forces_ev_per_a": [[0.35, 0.67, -0.91], [0.90, -0.71, 0.16], [-1.55, 0.13, -0.40], [-0.82, 0.58, 1.60], [-0.07, 0.00, -0.45], [-0.66, -0.85, 0.28], [-0.18, 0.89, 0.20], [0.00, 0.22, -0.03], [0.43, -0.68, -0.57], [0.61, -0.59, 0.60], [0.39, 0.42, -0.58], [-0.19, 0.35, -0.26], [0.81, -0.42, 0.35]], "mulliken_charge": [-0.358, -0.442, -0.193, 0.095, 0.351, 0.344, 0.427, 0.393, 0.383, -0.445, -0.388, -0.009, -0.158], "homo_lumo_gap_ev": 9.4426, "homo_energy_ev": -8.81, "de_lowest_kcal_mol": 28.0, "smiles": "C1=NS[C@H]2OCS[C@@H]12", "lumo_ev": 0.6370, "mol_weight_g_mol": 147.22}